[1]
DFT (wB97M-V/def2-TZVPD) results for a cluster of 2 separate species, C6H12O in total.

Calculated values
Kohn-Sham gap in eV: 9.108
Molecular weight in Da: 100.161
SMILES: C=CC/C=C/C.O
Highest occupied orbital energy in eV: -8.38
Electronic energy in hartree: -310.9246
ΔE to the lowest compared entry with this formula, charge and spin in kcal/mol: 84.5

Last columns: bonded neighbours and bond lengths (Å).
Atoms and positions in Å:
1 C 0.3186 -3.4025 -1.2075  C2 1.336, H7 1.090, H8 1.098
2 C 0.1253 -2.8767 0.0052  C1 1.336, C3 1.552, H9 1.081
3 C -0.4689 -1.4500 0.1427  C2 1.552, C4 1.505, H10 1.104, H11 1.079
4 C 0.5746 -0.4185 0.4774  C3 1.505, C5 1.350, H12 1.075
5 C 0.4079 0.4847 1.4668  C4 1.350, C6 1.538, H13 1.094
6 C 0.7358 1.9574 1.1681  C5 1.538, H14 1.110, H15 1.088, H16 1.092
7 H 0.6800 -4.4118 -1.4025  C1 1.090
8 H 0.0733 -2.8455 -2.1213  C1 1.098
9 H 0.0384 -3.6589 0.7457  C2 1.081
10 H -1.0225 -1.6793 1.0702  C3 1.104
11 H -1.2626 -1.2256 -0.5533  C3 1.079
12 H 1.5342 -0.6815 0.0713  C4 1.075
13 H -0.2460 0.4404 2.3432  C5 1.094
14 H 1.7513 2.0334 0.7257  C6 1.110
15 H 0.6534 2.5382 2.0846  C6 1.088
16 H 0.0377 2.3121 0.4064  C6 1.092
17 O -1.1601 4.1052 -1.6910  H18 0.972, H19 0.971
18 H -1.8132 4.8172 -1.7946  O17 0.972
19 H -1.3055 3.8984 -0.7530  O17 0.971

Löwdin population analysis, charges in e, atoms 1 to 5: atom 1 (C): -0.02, atom 2 (C): -0.19, atom 3 (C): -0.21, atom 4 (C): -0.13, atom 5 (C): -0.15

[2]
DFT (wB97M-V/def2-TZVPD) results for an isolated molecule of C6H12O.

Calculated values
Kohn-Sham gap in eV: 9.693
Molecular weight in Da: 100.161
SMILES: C=C(O)CCCC
Highest occupied orbital energy in eV: -8.77
Electronic energy in hartree: -311.0231
ΔE to the lowest compared entry with this formula, charge and spin in kcal/mol: 22.7

Last columns: bonded neighbours and bond lengths (Å).
Atoms and positions in Å:
1 C 1.9486 -0.5486 0.0962  C2 1.333, H8 1.085, H9 1.089
2 C 1.2278 0.4490 0.6072  C1 1.333, O3 1.367, C4 1.504
3 O 1.0228 0.6287 1.9464  C2 1.367, H10 0.967
4 C 0.3963 1.3858 -0.2250  C2 1.504, C5 1.548, H11 1.097, H12 1.095
5 C -1.1091 1.0709 -0.0492  C4 1.548, C6 1.535, H13 1.097, H14 1.099
6 C -1.3623 -0.4260 0.1773  C5 1.535, C7 1.539, H15 1.095, H16 1.096
7 C -0.8426 -1.3478 -0.9396  C6 1.539, H17 1.089, H18 1.093, H19 1.098
8 H 2.0439 -0.6451 -0.9799  C1 1.085
9 H 2.3214 -1.3736 0.7007  C1 1.089
10 H 1.5474 -0.0311 2.4212  O3 0.967
11 H 0.6042 2.4313 0.0328  C4 1.097
12 H 0.6786 1.2440 -1.2731  C4 1.095
13 H -1.5104 1.6323 0.8037  C5 1.097
14 H -1.6524 1.4275 -0.9361  C5 1.099
15 H -2.4303 -0.5955 0.3509  C6 1.095
16 H -0.8637 -0.6849 1.1186  C6 1.096
17 H 0.1617 -1.6970 -0.7022  C7 1.089
18 H -1.4673 -2.2345 -1.0721  C7 1.093
19 H -0.7736 -0.8291 -1.9047  C7 1.098

Löwdin population analysis, charges in e, atoms 1 to 5: atom 1 (C): 0.02, atom 2 (C): -0.45, atom 3 (O): 0.04, atom 4 (C): -0.14, atom 5 (C): -0.20

- Which formula does entry 2 have?
  C6H12O